Entry 1:
ORCA calculation (ωB97M-V with the def2-TZVPD basis set) on a 3-piece molecular cluster, C5H9NO overall at a distorted geometry.

Results
**Total charge**: 0
**HOMO**: -10.28 eV
**LUMO energy**: 0.16 eV
**Orbital gap**: 10.4 eV
**SMILES string**: C=C(C)C#N.[H][H].C=O
**ΔE to the lowest compared entry with this formula, charge and spin**: 81.6 kcal/mol

CARTESIAN COORDINATES (ANGSTROEM)
C1 -0.677 0.256 -1.418
C2 -0.962 0.368 -0.122
C3 -1.361 -0.800 0.752
C4 -0.904 1.678 0.484
N1 -0.829 2.720 0.985
H1 -0.780 -0.705 -1.914
H2 -0.373 1.102 -2.028
H3 -0.793 -1.686 0.455
H4 -1.154 -0.601 1.805
H5 -2.428 -1.022 0.654
H6 1.277 -0.941 -2.016
H7 1.795 -1.070 -1.504
C5 1.795 0.181 0.965
O1 2.373 -0.834 0.671
H8 1.914 1.125 0.398
H9 1.105 0.229 1.831

Electronic structure analysis, Löwdin charges in units of e: C 0.024; C -0.390; C -0.055; C -0.225; N 0.164; H 0.066; H 0.088; H 0.087; H 0.079; H 0.088; H 0.047; H 0.062; C -0.171; O -0.038; H 0.092; H 0.083

=====

Entry 2:
ORCA calculation (ωB97M-V with the def2-TZVPD basis set) on a 2-piece molecular cluster, C6H14N3O3S overall at a distorted geometry.

Results
**Total charge**: -1
**HOMO**: -4.78 eV
**LUMO energy**: 2.66 eV
**Orbital gap**: 7.4 eV

CARTESIAN COORDINATES (ANGSTROEM)
C1 -0.589 -1.674 -2.836
C2 0.470 -1.391 -3.888
C3 -0.139 2.462 2.114
C4 -0.006 0.498 3.496
C5 -0.914 -1.345 -0.369
C6 -0.624 0.004 0.371
N1 -0.106 -1.384 -1.603
N2 0.711 1.405 2.592
N3 0.617 -0.141 0.955
O1 1.242 1.771 -0.713
O2 -1.741 -2.085 -3.064
O3 2.164 -0.463 -1.031
S1 1.905 0.640 -0.018
H1 0.467 -0.393 -4.005
H2 1.482 -1.721 -3.405
H3 0.328 -1.802 -4.865
H4 -1.121 2.346 1.687
H5 -0.143 3.144 2.918
H6 0.619 2.885 1.326
H7 -0.392 1.208 4.351
H8 -0.833 0.035 2.996
H9 0.627 -0.120 4.151
H10 -2.061 -1.395 -0.748
H11 -0.604 -2.028 0.339
H12 -0.769 0.709 -0.419
H13 -1.521 -0.075 1.024
H14 0.933 -1.091 -1.359

Electronic structure analysis, Löwdin charges in units of e: C -0.545; C -0.007; C -0.203; C -0.192; C -0.157; C -0.382; N 0.025; N -0.096; N -0.125; O -0.532; O -0.038; O -0.527; S 0.700; H 0.030; H 0.118; H 0.060; H 0.065; H 0.053; H 0.095; H 0.096; H 0.034; H 0.063; H 0.161; H 0.072; H 0.092; H 0.111; H 0.028

=====

Entry 3:
ORCA calculation (ωB97M-V with the def2-TZVPD basis set) on one molecule with the formula C10H11NS at a distorted geometry.

Results
**Total charge**: 0
**HOMO (spin up / spin down)**: -5.38 / -8.86 eV
**⟨S²⟩**: 2.03
**LUMO energy (spin up / spin down)**: 0.85 / -2.58 eV
**Multiplicity**: 3
**Orbital gap (spin up / spin down)**: 6.2 / 6.3 eV
**ΔE to the lowest compared entry with this formula, charge and spin**: 0.0 kcal/mol

CARTESIAN COORDINATES (ANGSTROEM)
C1 -2.839 -1.689 -0.251
C2 -1.512 -1.255 -0.057
C3 -3.727 -0.630 -0.054
C4 -1.437 0.097 0.095
C5 1.986 1.731 -0.085
C6 1.038 2.671 -0.010
C7 -0.245 0.871 0.152
C8 1.338 0.276 -0.005
C9 1.738 -0.456 1.281
C10 1.471 -0.572 -1.181
N1 -0.244 2.142 0.119
S1 -2.971 0.914 0.030
H1 -3.216 -2.700 -0.366
H2 -0.557 -1.925 -0.038
H3 -4.802 -0.597 0.260
H4 3.062 1.696 -0.321
H5 1.165 3.737 0.185
H6 0.961 -1.103 1.549
H7 1.821 0.241 2.116
H8 2.563 -1.124 1.070
H9 0.530 -1.222 -1.179
H10 2.475 -1.092 -1.231
H11 1.404 -0.011 -2.077

Electronic structure analysis, Löwdin charges in units of e: C -0.147; C -0.144; C -0.418; C -0.493; C 0.014; C -0.112; C -0.273; C -0.437; C -0.035; C -0.072; N 0.078; S 1.010; H 0.103; H 0.138; H 0.079; H 0.119; H 0.108; H 0.048; H 0.095; H 0.078; H 0.078; H 0.109; H 0.074

=====

Entry 4:
ORCA calculation (ωB97M-V with the def2-TZVPD basis set) on a 2-piece molecular cluster, CHNOS2 overall at a distorted geometry.

Results
**Total charge**: 0
**HOMO (spin up / spin down)**: -8.41 / -8.41 eV
**LUMO energy (spin up / spin down)**: -1.02 / -1.02 eV
**Orbital gap (spin up / spin down)**: 7.4 / 7.4 eV
**SMILES string**: O=C=S.N=S
**ΔE to the lowest compared entry with this formula, charge and spin**: 23.0 kcal/mol

CARTESIAN COORDINATES (ANGSTROEM)
O1 0.271 0.843 0.158
C1 1.356 0.648 -0.178
S1 2.891 0.491 -0.435
N1 -1.507 -0.246 -0.183
S2 -1.161 -1.722 -0.079
H1 -1.851 -0.014 0.718

Electronic structure analysis, Löwdin charges in units of e: O 0.005; C -0.852; S 0.782; N -0.504; S 0.615; H -0.046

=====

For the records above, the corresponding total energy values read -325.8076; -1025.0814; -840.4088; -964.9965 Eh.